Record 1
133
Properties=species:S:1:pos:R:3:mulliken_charge:R:1 method="wB97M-V/def2-TZVPD" charge=-1 homo_lumo_gap_ev=6.342
C -5.98775 3.07321 -2.53765 -0.534
C 1.93794 -9.11704 -2.78392 -0.811
H 6.61589 7.44789 1.30025 0.337
C 5.02574 -0.44973 -2.88348 -0.279
H -4.44985 1.95685 -1.29249 0.411
C -3.28148 -3.20738 4.77496 0.293
C 4.84298 -0.70857 3.21025 0.543
H -8.58525 0.29493 -1.26887 0.449
C 3.38178 -9.28162 -2.63749 0.416
H 5.45678 -0.40000 -1.84629 0.248
C 4.89150 3.40554 -2.64045 -0.950
Ga 1.61232 2.06520 1.52538 -0.308
C -3.28347 -1.94954 5.51809 -0.301
O 4.44063 -4.86231 -2.19952 -0.342
C 0.94936 -4.16742 1.87900 -0.081
C -8.34760 2.16750 -2.54737 -0.562
F 4.52437 0.47188 1.16172 -0.255
H -3.50226 4.08772 5.08094 0.186
H 1.49500 -9.94874 -3.33402 0.311
C 0.06887 1.10173 6.25120 -0.801
H 0.33013 0.05030 6.38004 0.292
H 2.37958 3.16591 -2.19590 0.409
H 6.46841 5.72304 1.61410 0.269
H -8.22818 -0.63357 1.39403 0.250
H 5.02308 -6.85524 -2.33148 0.150
C 5.60552 6.36128 -0.21227 0.515
H 5.81387 2.27847 -4.35040 0.077
H 3.95449 -1.88886 -0.75111 -0.543
N -2.73400 4.94955 2.12456 -0.445
C 2.88228 1.07786 2.85318 0.576
H 1.69368 -8.20081 -3.32387 0.269
H 4.42653 -2.38238 -3.80328 0.369
H -10.96699 3.63245 -0.22779 0.278
C -7.37028 3.16809 -3.02562 -0.525
C -7.22012 -3.58259 -1.22016 -0.477
H 0.02733 1.55295 7.24425 0.360
H 1.48956 -5.01126 2.31147 0.281
F 3.76223 1.96692 3.51888 -0.366
H 6.36291 1.73800 -2.72900 0.316
H -9.41694 2.17230 -2.86263 0.442
H 8.07315 1.05651 -8.37510 0.336
C -8.35487 -3.77856 -0.31065 -0.351
H 1.44158 -9.06560 -1.81375 0.260
F 4.29693 -3.13020 3.05815 -0.214
C 5.01354 -3.68218 -1.59966 -0.448
H 5.72903 4.15142 -2.58526 0.373
H 5.34441 -3.86627 -0.53839 0.323
C 5.95556 6.58648 1.18727 -0.891
C 2.09961 1.84490 -0.45277 0.304
H 5.06868 6.77210 1.79516 0.264
C 7.19221 0.86947 -6.45708 0.417
H -2.69436 2.05713 2.57140 -0.052
F 6.01332 0.04918 3.11761 -0.292
C -7.86198 1.07567 -1.61460 -0.078
H 3.44856 1.15406 -2.71284 0.234
C -1.19770 1.25422 5.54226 0.573
H 0.88822 1.57642 5.70882 0.152
N -5.93214 -0.05126 -0.29903 0.456
C -6.45619 -2.34092 -1.14227 -0.293
H -0.22463 0.25865 1.97310 0.222
C 3.78480 -0.04516 2.22073 0.401
C 4.36137 0.92379 -3.33303 -0.446
H 3.99293 0.81088 -4.39394 0.391
H -7.75487 3.93480 -3.73388 0.337
F 4.47707 -0.69480 4.53753 -0.277
C 4.31768 3.13202 -1.16405 0.853
H -2.81619 -2.06350 6.49800 0.303
S -3.70017 0.20155 1.38288 -0.040
N 5.32624 6.18423 -1.31188 -0.428
H 5.87011 -3.35759 -2.26041 0.200
H -4.29765 -1.58265 5.68250 0.257
C 4.86322 -6.06564 -1.54502 -0.517
H 2.37539 4.09845 -0.61909 0.404
H -9.57800 -2.88259 1.28965 0.304
H -12.56925 2.93891 -0.00871 0.331
H -8.91999 -4.73981 -0.35831 0.336
H -3.40874 2.68760 1.00387 0.493
F 2.92180 -1.00968 1.69785 -0.211
H 1.12092 1.67670 -1.00531 0.337
N -2.19053 1.37437 4.97645 -0.476
C -4.11526 4.53932 4.29934 -0.686
C 5.27549 -2.19685 2.85074 0.651
N -10.91099 0.81443 -1.68495 -0.476
C 3.91509 -2.53520 -1.66626 0.593
C -3.34223 4.77181 3.08322 0.473
N 4.51791 -9.40886 -2.52150 -0.427
C 7.56377 1.66357 -7.62511 -0.974
C -0.29546 1.38507 1.92706 0.221
H -1.29254 1.12002 -0.02455 0.250
H -6.89236 -4.32570 -1.99477 0.313
N 0.30873 -4.62108 -0.60991 -0.452
S -6.40300 1.25794 2.10412 -0.290
C -5.48825 0.45721 0.99497 -0.005
H -4.95529 3.86704 4.11495 0.146
H 1.66918 3.64282 1.90036 -0.427
N -3.27990 -4.19755 4.19249 -0.431
H 8.23494 2.48041 -7.35527 0.269
C 4.03636 -1.68777 -3.01158 -1.142
C -7.91397 -1.43359 0.68798 0.031
H 1.58855 -3.28754 1.97312 -0.270
N 6.90014 0.24737 -5.53740 -0.342
F 2.04250 0.53408 3.88219 -0.280
H -4.52209 5.47032 4.69838 0.350
H 3.02008 -1.31610 -3.34244 0.440
H -11.24097 2.43019 1.02648 0.254
C -5.51726 2.01488 -1.63034 -0.282
H -0.56616 1.78904 2.93890 -0.411
H 4.70127 3.97477 -0.52794 -0.209
C -11.50236 2.71028 0.00491 -0.895
C -11.17136 1.64890 -0.94063 0.504
F 5.77866 -2.21174 1.57986 -0.231
H 2.74167 0.95480 -0.69488 -0.305
C 0.59042 -4.42141 0.48564 0.339
C -6.47962 0.98083 -1.15372 0.131
H -5.59395 -2.19468 -1.84477 0.341
H 6.68767 2.10528 -8.10248 0.270
C -8.69716 -2.68914 0.63160 -0.684
C 5.45224 2.07415 -3.29875 -0.510
C -1.37802 1.81033 0.85612 -0.997
H 4.73670 2.13732 -0.86196 -0.259
H 4.05338 -6.45297 -0.85359 0.160
H -1.07664 2.83874 0.48712 0.334
H 0.06565 -3.99644 2.49638 0.232
H -5.26048 3.83385 -2.91553 0.324
C -2.85318 1.83821 1.47552 -0.096
H -2.73780 -1.16805 4.98632 -0.144
F 6.33144 -2.53951 3.68410 -0.285
H 2.91828 -3.06568 -1.70696 0.169
H 5.88126 -0.63489 -3.59126 0.344
H 5.82081 -5.95275 -0.96770 0.341
C 2.73153 3.15902 -1.11892 -1.285
H 4.10113 3.86664 -3.30397 0.303
C -6.76980 -1.23453 -0.20530 -0.305

Record 2
16
Properties=species:S:1:pos:R:3:mulliken_charge:R:1 method="wB97M-V/def2-TZVPD" charge=-1 e_above_lowest_kj_mol=70.1 homo_lumo_gap_ev=6.368
H -2.15877 -0.92151 3.14156 0.259
N 0.41133 0.90524 -0.46551 -0.635
O 3.08067 1.77274 -0.91498 -0.698
H -0.24009 1.10775 0.29913 0.281
C -0.45322 -1.31191 -0.97067 -0.860
H -2.40550 -1.02416 4.57718 0.283
H 0.53332 -1.74355 -0.78018 0.303
H 0.46228 0.10355 -2.34171 0.215
S -1.58218 -1.26014 0.51780 -0.618
H -0.86574 -1.93124 -1.78337 0.299
H -1.18783 0.45540 -1.98931 0.309
O -1.65821 -0.90352 3.97378 -0.595
H 3.12590 2.62170 -0.46784 0.303
H 1.03165 0.25372 -0.00198 0.257
C -0.27501 0.13348 -1.50608 -0.462
H 2.18139 1.74247 -1.28782 0.358

Record 3
48
Properties=species:S:1:pos:R:3:mulliken_charge:R:1 method="wB97M-V/def2-TZVPD" smiles="CC(=O)c1ccc(N2CCN(C(=S)Nc3ccccc3C(F)(F)F)CC2)cc1" charge=0 homo_lumo_gap_ev=8.511
C 1.17183 3.09614 -0.64497 1.618
H 2.74745 3.24622 -2.10847 0.430
H 1.18335 -3.09176 -0.27471 0.486
H -1.18618 1.11805 -3.54332 0.376
C -0.32270 0.71912 -3.00209 -1.398
C 0.69290 1.82350 -2.68596 -0.735
C 3.40066 3.92122 -0.20928 -1.141
O 5.25726 4.96812 1.57954 -0.624
C -1.75718 -4.75868 1.56598 -0.707
H -1.72444 2.70808 -2.11441 0.386
H -2.58354 -5.21200 2.09107 0.458
H -1.89283 -1.17259 -0.04803 0.190
C -3.27939 -2.86714 1.00449 0.738
S 0.41573 -2.13974 -2.51174 -0.429
F -3.79415 -2.57839 -0.21122 -0.260
C 3.09011 4.17423 1.13042 0.060
H -2.51873 0.81250 -0.81983 0.324
C 1.79698 3.87820 1.56156 -1.136
H -0.11672 3.12109 1.09163 0.235
C -0.88416 -2.92198 0.24089 0.124
C -0.49923 -1.20158 -1.50578 0.399
C -1.94042 -3.53520 0.93441 0.337
N 0.25496 2.60087 -1.53914 0.160
H -1.43568 3.10483 -0.42637 0.429
N -1.07812 -1.68257 -0.35681 0.022
C 3.77029 5.02254 3.43647 -1.381
N -0.77881 0.09258 -1.78336 0.148
H 1.65550 1.35862 -2.45486 0.603
C -1.43209 0.97850 -0.83485 -0.227
F -4.20629 -3.57954 1.64388 -0.280
C 0.52372 -4.78062 0.85052 -0.696
F -3.22480 -1.66681 1.64419 -0.277
H 0.14889 -0.04563 -3.62117 0.384
C 0.86191 3.35097 0.69886 -0.715
C -0.52903 -5.38872 1.51561 -0.545
H 0.81521 2.46174 -3.57071 0.309
C 2.47327 3.39943 -1.07712 -0.116
C -1.13907 2.43383 -1.23049 -1.644
H 1.50856 4.04751 2.58745 0.326
H -0.39450 -6.34294 1.99905 0.394
C 0.35505 -3.56008 0.22845 -0.286
H 3.46209 4.10501 3.93295 0.367
H 1.49124 -5.25733 0.82084 0.395
H 4.63397 5.43555 3.95120 0.345
H 2.95119 5.73703 3.47914 0.374
H -1.02782 0.79651 0.16764 0.583
C 4.14098 4.73828 1.99777 1.166
H 4.39711 4.15698 -0.55183 0.431

Record 4
69
Properties=species:S:1:pos:R:3:mulliken_charge:R:1 method="wB97M-V/def2-TZVPD" charge=-1 e_above_lowest_kj_mol=118.9 homo_lumo_gap_ev=7.565
C 1.22408 3.94494 1.99858 -1.042
C 2.57412 -4.25233 1.50436 -0.378
H 3.93689 -2.75319 2.23633 0.541
K -0.59911 0.27517 -0.59846 1.500
C -1.79179 4.87098 -4.89919 -0.528
O -1.13626 0.17236 -3.07445 -0.732
H 1.12286 4.82157 1.35976 0.400
H -0.26528 2.01527 -5.85980 0.503
O 0.80551 0.53266 -4.53590 -0.692
C -0.58377 2.57362 -3.82845 -0.473
H 3.41164 -1.39522 -2.60833 0.540
C 2.87639 -1.84127 -1.76775 -0.837
H -1.31639 4.03346 -6.81456 0.353
H -0.19751 -0.43468 2.53772 0.097
O -1.54107 2.25893 -0.77074 -0.921
H -2.04635 -3.98165 4.56398 0.402
H -1.84812 3.91204 3.30850 0.316
H -2.26116 5.76000 -5.30517 0.363
H 1.83161 3.21526 1.47600 0.268
O 0.50228 1.33851 1.47755 -0.725
C 0.78624 -4.46157 -0.70603 0.840
C -1.16510 4.32252 2.56476 -0.992
O -1.99058 0.25903 1.76516 -0.321
H -1.81089 -4.32905 1.05287 0.273
H 0.44227 -3.67513 -0.03565 -0.983
O -1.20236 -2.17564 0.72765 -0.736
H -2.81864 -4.86330 2.41153 0.452
O 0.90446 1.09968 -2.16781 -0.611
C 1.00026 -3.90351 -2.12088 -1.101
H 3.11804 -4.92339 2.17331 0.409
C 3.36153 -2.95049 1.32834 -0.959
C -1.26731 -0.66396 2.56066 -0.006
H -2.02063 1.76572 3.19772 0.563
C -1.79554 1.61617 2.13388 -1.198
C -1.86229 -4.41552 2.13279 -1.123
H -1.71555 4.62380 1.67120 0.259
C -1.11040 3.57125 -2.97245 -0.472
H -1.17193 -2.46837 4.67633 0.376
H 4.07648 -0.65355 -0.42682 0.570
C 3.02205 -0.90263 -0.56980 -0.609
H 3.34098 -2.80730 -1.55886 0.372
H -2.49181 2.20137 1.53809 0.368
H 1.60899 -4.05745 1.97957 0.014
H 4.07941 -3.06418 0.51486 0.329
H 2.50830 0.04157 -0.76614 0.055
H 1.85504 -4.38997 -2.59762 0.362
C -0.67263 2.77340 -5.20735 -0.614
H -1.61057 -0.61983 3.59694 0.589
H 0.01776 -5.23643 -0.72641 0.507
C -0.35133 2.11010 1.89343 0.976
C -1.26518 3.90816 -5.73891 -0.569
S 2.33372 -1.51761 0.98810 0.141
H -0.71057 5.21011 3.00435 0.391
O 0.39859 3.72006 -0.87358 -0.701
S -1.00830 3.56750 -1.18472 2.017
H 0.13397 -4.15150 -2.73875 0.368
H -1.05728 -5.07657 2.46707 0.355
H -2.91913 -2.46155 4.38476 0.318
H -2.11182 5.44389 -2.85301 0.488
C -1.71170 4.70033 -3.52697 -0.491
O -1.83518 4.67698 -0.73819 -0.852
S 0.07053 0.94342 -3.36205 1.267
S 1.17017 -2.13256 -2.30141 0.325
H 1.70031 4.22138 2.94434 0.307
N -0.09310 3.38178 2.26094 0.255
C -1.42226 -2.04146 1.91848 -0.089
S 2.28688 -5.21179 0.00600 -0.220
N -1.73930 -3.09579 2.72571 0.281
C -1.98313 -2.97459 4.15455 -1.136

Let's list F_max in order: 3.7, 2.8, 1.0, 3.1 eV Å⁻¹.
Let's list LUMO in order: 0.042, 0.135, 0.014, 0.070 Ha.